(1)
DFT (the ωB97M-V functional and the def2-TZVPD basis) results for a structure of composition C10H24BClCoNO2P2 in a non-equilibrium geometry.

Geometry as ORCA input:
```
! RIJCOSX wB97M-V def2-TZVPD def2/J DEFGRID3
* xyz 2 5
Co 0.203 0.039 0.849
Cl -1.519 0.210 -4.080
P -0.207 1.973 0.213
P -0.025 -1.990 0.484
O 1.090 0.572 -3.891
O 3.085 0.239 1.231
N -0.787 0.030 2.512
C -1.510 -2.762 1.214
C 1.937 0.143 1.029
C 0.195 0.251 -4.634
C -0.559 0.015 3.667
C 1.284 -2.932 1.362
C 1.017 3.141 0.921
C 0.045 -2.778 -1.155
C -0.194 2.515 -1.518
C -1.759 2.704 0.833
C 0.343 -0.158 -6.061
B -0.145 -0.014 5.138
H 1.273 -2.657 2.423
H 1.402 -0.194 -6.306
H 1.061 -3.999 1.240
H 2.008 2.917 0.508
H -0.008 1.147 5.488
H -1.403 -3.847 1.105
H 0.932 -0.590 5.155
H -1.811 2.572 1.919
H -1.748 3.768 0.568
H 1.033 3.023 2.011
H -1.583 -2.479 2.269
H 0.700 4.154 0.648
H -0.963 -0.586 5.843
H 1.007 -2.557 -1.629
H -0.150 0.561 -6.717
H -0.099 -1.141 -6.224
H -2.395 -2.409 0.674
H -0.360 3.601 -1.523
H -0.985 1.998 -2.070
H -0.063 -3.861 -1.008
H 2.259 -2.682 0.926
H 0.764 2.259 -1.982
H -0.764 -2.397 -1.787
H -2.605 2.200 0.355
*
```

Results
HOMO-LUMO gap (alpha / beta) ... 8.8 / 3.3 eV
Calculated total energy ... -3150.440781 Eh


(2)
DFT (the ωB97M-V functional and the def2-TZVPD basis) results for the molecule C18H19FN6O2S in a non-equilibrium geometry.

Geometry as ORCA input:
```
! RIJCOSX wB97M-V def2-TZVPD def2/J DEFGRID3
* xyz 0 1
S -2.039 -0.978 0.343
F 0.343 1.805 -5.251
O -2.537 -2.130 -0.345
O -2.976 -0.049 0.909
N 3.053 -3.010 4.386
N -0.950 -0.208 -0.676
N 3.525 -3.368 5.498
N 2.580 -3.451 6.427
N 0.341 1.568 -2.467
N 1.732 -2.825 4.540
C -0.202 2.683 -3.094
C -1.175 4.911 -3.059
C 0.858 -2.392 3.533
C 0.130 -2.346 1.264
C -0.183 2.802 -4.491
C 0.619 1.591 -1.051
C -1.165 4.979 -4.440
C -1.288 -0.218 -2.086
C -0.660 3.909 -5.158
C 1.043 -2.805 2.206
C 1.465 -3.110 5.843
C -0.061 0.238 -2.884
C -1.084 -1.109 2.935
C -0.573 1.109 -0.212
C -0.708 3.788 -2.401
C 2.164 -3.704 1.803
C -0.192 -1.551 3.894
C -0.910 -1.515 1.627
H -1.577 -1.236 -2.343
H 0.929 2.591 -0.747
H 2.222 -4.573 2.456
H 2.028 -4.040 0.779
H -1.536 5.851 -4.953
H -0.299 -1.236 4.921
H -0.613 3.924 -6.236
H 3.115 -3.180 1.884
H 0.497 -3.083 6.294
H -0.290 0.213 -3.945
H 1.455 0.904 -0.878
H 0.772 -0.444 -2.687
H -2.134 0.456 -2.292
H -1.908 -0.458 3.179
H -0.750 3.771 -1.324
H -1.560 5.737 -2.480
H -0.296 1.026 0.841
H 0.214 -2.640 0.230
H -1.422 1.802 -0.296
*
```

Results
Structure (SMILES) ... Cc1cc(S(=O)(=O)N2CCN(c3ccccc3F)CC2)ccc1-n1cnnn1
HOMO-LUMO gap ... 8.0 eV
Calculated total energy ... -1674.332629 Eh
Energy relative to the best compared isomer or geometry (same formula, charge and spin) ... 1.821 eV


(3)
DFT (the ωB97M-V functional and the def2-TZVPD basis) results for a cluster of 2 separate species, C4H10NS2 in total in a non-equilibrium geometry.

Geometry as ORCA input:
```
! RIJCOSX wB97M-V def2-TZVPD def2/J DEFGRID3
* xyz 1 1
S 0.715 2.206 -2.015
S -2.110 0.516 -1.283
N 0.633 0.302 0.288
C 0.612 0.506 -1.881
C 0.691 -0.544 1.265
C 0.273 -0.244 2.716
C -0.585 -0.244 -2.081
H -2.706 0.770 -2.463
H 0.932 -1.566 1.178
H -0.623 2.671 -1.965
H 1.657 0.214 -2.134
H 0.220 0.870 2.871
H -0.499 -1.109 -1.501
H -0.714 -0.654 3.099
H 0.510 1.276 0.542
H 1.046 -0.571 3.243
H -0.644 -0.467 -3.160
*
```

Results
HOMO-LUMO gap ... 8.8 eV
Calculated total energy ... -1009.189924 Eh
Energy relative to the best compared isomer or geometry (same formula, charge and spin) ... 2.071 eV


(4)
DFT (the ωB97M-V functional and the def2-TZVPD basis) results for a structure of composition C16H18FN3NaO in a non-equilibrium geometry.

Geometry as ORCA input:
```
! RIJCOSX wB97M-V def2-TZVPD def2/J DEFGRID3
* xyz -1 1
Na 4.897 8.336 12.790
F 5.625 10.131 12.379
O 4.904 6.078 12.664
N 14.257 9.384 7.569
N 5.211 8.371 8.692
N 9.926 6.840 10.551
C 5.650 7.915 7.478
C 8.892 7.225 11.318
C 5.450 5.077 13.388
C 9.653 5.939 9.597
C 7.463 9.346 7.510
C 6.726 8.413 6.817
C 7.103 9.819 8.738
C 14.107 8.419 8.426
C 13.330 10.346 7.663
C 12.348 10.344 8.657
C 12.214 9.318 9.566
C 7.702 6.574 11.296
C 8.438 5.249 9.458
C 13.205 8.377 9.465
C 7.400 5.554 10.339
C 5.929 9.393 9.285
H 13.226 7.567 10.210
H 14.725 7.475 8.330
H 11.338 9.219 10.173
H 10.457 5.608 8.877
H 13.422 11.155 7.021
H 4.860 4.867 14.330
H 8.329 4.505 8.685
H 6.512 5.270 13.693
H 5.584 9.802 10.232
H 9.062 7.840 12.166
H 8.304 9.802 6.976
H 11.622 11.176 8.811
H 6.381 5.074 10.284
H 6.863 6.854 11.945
H 7.028 8.098 5.882
H 7.724 10.577 9.173
H 5.466 4.039 12.777
H 4.956 7.178 7.076
*
```

Results
HOMO-LUMO gap ... 6.5 eV
Calculated total energy ... -1122.184797 Eh


(5)
DFT (the ωB97M-V functional and the def2-TZVPD basis) results for a structure of composition C37H39BCoN7OP2S in a non-equilibrium geometry.

Geometry as ORCA input:
```
! RIJCOSX wB97M-V def2-TZVPD def2/J DEFGRID3
* xyz 1 4
Co 10.245 10.402 12.969
S 4.064 11.167 11.841
P 10.318 7.944 12.956
P 9.304 14.172 13.318
O 9.272 12.681 13.231
N 9.924 10.396 14.792
N 10.828 10.659 15.872
N 7.826 11.122 9.385
N 12.840 10.325 14.362
N 12.094 10.611 13.215
N 9.058 10.339 11.143
N 6.321 10.121 12.562
C 6.543 10.856 11.388
C 8.693 10.591 15.321
C 8.742 10.770 16.727
C 5.413 11.466 10.865
C 9.742 16.131 11.359
C 11.033 15.222 15.125
C 6.290 14.246 16.092
C 8.614 7.257 12.825
C 13.446 15.431 14.822
C 14.132 10.254 14.038
C 12.294 15.565 15.594
C 10.105 10.778 17.030
C 7.139 16.459 15.888
C 10.993 7.357 14.538
C 5.028 10.101 12.861
C 10.881 14.784 13.831
C 7.882 10.845 10.712
C 11.027 9.768 9.732
C 9.077 10.855 8.871
C 6.353 15.517 16.563
C 8.014 16.076 14.871
C 14.278 10.433 12.667
C 11.985 14.556 13.090
C 7.132 13.846 15.024
C 8.011 14.503 10.976
C 9.425 16.759 10.170
C 8.386 16.287 9.348
C 13.280 14.873 13.549
C 9.785 10.269 9.934
C 11.577 9.881 8.445
C 10.930 10.568 7.407
C 11.200 6.808 11.848
C 12.984 10.723 12.219
C 8.017 14.750 14.453
C 9.035 14.999 11.711
C 7.665 15.166 9.781
C 9.633 11.056 7.603
B 12.333 10.338 15.835
H 7.822 10.414 14.711
H 12.566 9.313 16.333
H 5.642 13.483 16.546
H 11.454 9.141 10.540
H 7.046 17.476 16.188
H 6.953 11.380 8.896
H 9.049 11.501 6.854
H 4.684 9.636 13.780
H 7.957 7.791 13.556
H 5.381 12.151 10.034
H 7.077 12.825 14.613
H 12.278 6.971 11.894
H 10.558 7.960 15.342
H 5.880 15.842 17.485
H 8.577 6.162 12.935
H 14.859 10.110 14.794
H 6.854 14.660 9.194
H 7.345 13.736 11.297
H 8.187 7.485 11.858
H 9.936 17.687 9.952
H 14.493 15.539 15.136
H 14.133 14.567 12.927
H 10.923 5.747 12.135
H 11.411 10.580 6.438
H 12.072 7.548 14.538
H 7.886 10.801 17.379
H 12.532 9.398 8.199
H 8.224 16.778 8.407
H 10.880 6.967 10.780
H 12.612 11.078 11.256
H 11.936 14.112 12.060
H 12.986 11.200 16.381
H 8.622 16.818 14.374
H 12.282 15.968 16.625
H 10.586 10.799 17.997
H 10.155 15.273 15.784
H 10.693 6.298 14.621
H 15.108 10.296 11.964
H 10.559 16.567 11.929
*
```

Results
HOMO-LUMO gap (alpha / beta) ... 8.0 / 7.9 eV
Calculated total energy ... -4380.275355 Eh
Energy relative to the best compared isomer or geometry (same formula, charge and spin) ... 0.000 eV